(1)
Molecular formula: C20H44F7N4O14S5V
Method: DFT, ωB97M-V/def2-TZVPD

Last column: Löwdin charge in e.
Geometry (Å):
V1 -0.703395 -0.957577 -0.298031  0.81
S1 2.211366 0.804891 0.486718  0.62
S2 -0.010842 -3.247453 2.133495  0.57
S3 -3.015534 -3.914715 -2.408973  0.47
S4 0.726601 2.024304 -0.986437  0.46
S5 -2.286093 -2.569155 2.216057  0.47
F1 1.073405 -3.235520 0.935192  -0.21
F2 -1.526822 -6.054200 -2.927754  0.12
F3 -0.390003 -4.327911 -2.199211  0.06
F4 2.158969 -0.690268 1.051601  -0.19
F5 -3.166462 -1.271542 1.862534  -0.20
F6 -1.508432 -5.520907 -0.805154  0.13
F7 -0.746751 1.843770 -1.661713  -0.20
O1 1.580173 2.009695 -2.152518  -0.25
O2 -2.226168 -0.209701 -0.448567  -0.18
O3 -2.128167 -2.367982 3.622908  -0.26
O4 3.376288 0.697680 -0.360686  -0.25
O5 2.286701 1.547559 1.722533  -0.23
O6 -4.223017 -4.710387 -2.258654  -0.32
O7 -0.433912 -4.610694 2.078226  -0.21
O8 -2.796250 -3.524455 -3.794121  -0.34
O9 -0.175311 -1.515153 -1.688766  -0.28
O10 -3.047918 -3.682115 1.776263  -0.19
O11 -2.880915 -2.840753 -1.423290  -0.36
O12 0.805242 -2.766793 3.216929  -0.25
O13 0.525181 3.229470 -0.234393  -0.25
O14 3.431785 -4.176585 -1.767671  -0.19
N1 0.674826 0.686237 -0.274710  -0.34
N2 3.303070 -1.893231 -3.880033  -0.25
N3 -1.003575 -2.108490 1.371108  -0.35
N4 -2.621056 3.918273 3.072185  -0.20
C1 2.918889 -2.881595 -1.564510  -0.21
C2 -2.957611 2.895577 0.743844  -0.23
C3 -0.130821 1.017132 4.015760  -0.23
C4 3.241967 -3.317444 -6.013250  -0.06
C5 1.857755 -1.490235 -4.060460  0.04
C6 -1.534668 -5.041668 -2.048182  -0.64
C7 -2.803764 6.186061 4.121273  -0.14
C8 -2.133887 2.574862 3.547650  -0.11
C9 2.774587 -5.128381 -0.950601  -0.08
C10 -4.173951 5.664635 3.738010  -0.16
C11 -0.646888 2.324142 3.367153  -0.16
C12 4.185323 -0.890527 -4.593848  -0.18
C13 -0.149938 0.988638 5.533406  -0.10
C14 -4.060854 4.185907 3.484740  -0.08
C15 -1.827707 5.091246 3.736301  -0.06
C16 -2.401597 4.054541 1.584579  -0.13
C17 3.699043 -1.903583 -2.419500  -0.06
C18 4.181212 0.497882 -4.018793  -0.06
C19 -3.196624 3.362429 -0.711227  -0.06
C20 3.547402 -3.258250 -4.522560  -0.14
H1 4.846249 1.041949 -4.696555  0.09
H2 3.089214 -6.140054 -1.200292  0.09
H3 -1.064529 5.436979 3.045661  0.14
H4 -2.142648 2.172861 0.711723  0.08
H5 -0.071305 3.069625 3.925823  0.12
H6 0.473929 1.700463 6.078578  0.08
H7 2.898248 -3.959933 -4.006596  0.13
H8 -4.657980 3.753527 2.683800  0.13
H9 -0.763467 0.193996 3.672186  0.10
H10 1.342231 -2.364104 -3.659294  0.10
H11 2.388260 -2.701355 -6.290114  0.07
H12 4.748548 -2.199685 -2.431851  0.15
H13 -2.625302 7.152212 3.653371  0.12
H14 -3.788399 2.402282 1.252287  0.11
H15 2.996359 -4.313396 -6.382193  0.09
H16 1.511786 -1.425830 -5.086044  0.11
H17 1.855157 -2.843842 -1.803980  0.09
H18 0.901547 0.856056 3.709082  0.10
H19 -1.334134 3.985949 1.389497  0.11
H20 3.013084 -4.915123 0.095633  0.09
H21 -2.869427 4.978111 1.242792  0.14
H22 0.238621 0.019038 5.852156  0.08
H23 4.748388 0.645325 -3.094627  0.08
H24 -0.325019 2.376689 2.326951  0.09
H25 -4.312512 3.670290 4.410930  0.14
H26 4.576970 -3.497515 -4.268697  0.13
H27 -4.513676 6.213081 2.858284  0.12
H28 -1.377605 4.577413 4.581651  0.12
H29 -4.920246 5.832044 4.514028  0.12
H30 4.090359 -3.042739 -6.643284  0.08
H31 1.609302 -0.627419 -3.450744  0.10
H32 1.688473 -5.108492 -1.081718  0.08
H33 -1.172287 1.056904 5.914172  0.07
H34 -2.736846 1.797814 3.075149  0.14
H35 3.874385 -0.931044 -5.639342  0.12
H36 -2.426547 2.554498 4.599666  0.13
H37 3.212387 0.942150 -3.802924  0.07
H38 -2.331851 3.961102 -0.990901  0.08
H39 -4.057733 4.033727 -0.658115  0.08
H40 5.201588 -1.280726 -4.702607  0.14
H41 3.611776 -0.915353 -1.975862  0.10
H42 -2.685959 6.391757 5.186280  0.12
H43 3.018169 -2.547635 -0.525458  0.12
H44 -3.408411 2.500745 -1.333355  0.08

Forces on atoms 1 to 3 (eV/Å):
V 1.8 -1.8 -2.4
S 2.3 -3.9 3.1
S 5.4 -0.9 -1.3

As for the spin multiplicity: 3. Its orbital gap (spin up / spin down) is 6.681 / 4.607 eV.

***

(2)
Molecular formula: C18H20N4O2S2
Method: DFT, ωB97M-V/def2-TZVPD

Last column: Löwdin charge in e.
Geometry (Å):
S1 -0.265184 -0.116667 -3.082709  0.95
S2 0.970229 -0.134183 3.519133  1.13
O1 0.225906 5.398375 0.635180  -0.16
O2 1.874170 -2.667653 5.147183  0.03
N1 0.538336 -3.556007 1.577787  0.10
N2 -0.034858 1.364267 1.566010  0.14
N3 -0.888376 2.866611 0.007929  -0.07
N4 1.395434 -4.291074 3.688433  0.14
C1 -0.067686 -1.837861 -2.440626  -0.78
C2 -0.561386 1.560063 0.375636  -0.25
C3 -0.050089 3.611308 -0.970039  -0.13
C4 1.413419 -2.243071 -2.377322  -0.10
C5 0.118443 -0.992184 1.161059  -0.10
C6 0.966777 -1.865568 3.175816  -0.37
C7 -1.413534 3.714913 1.113277  -0.13
C8 -0.347507 4.660233 1.754654  -0.15
C9 -0.719990 -2.783762 -3.496380  -0.11
C10 1.416148 -2.951873 4.043476  -0.50
C11 -0.434452 -0.831115 -0.130929  -0.08
C12 -0.751788 0.471868 -0.507309  -0.16
C13 0.917927 -4.581497 2.501661  -0.09
C14 0.525474 -2.195525 1.935825  -0.18
C15 0.311334 0.150332 1.928769  -0.53
C16 -0.753961 -2.009292 -1.085724  -0.11
C17 -1.365597 0.645970 -1.867597  -0.41
C18 0.914969 4.517762 -0.270291  -0.19
H1 -2.366838 0.202140 -1.814151  0.10
H2 0.827921 -5.599367 2.176384  0.12
H3 1.958032 -1.687620 -1.633300  0.07
H4 -1.545374 1.648540 -2.140864  0.05
H5 1.637627 3.915243 0.344852  0.13
H6 1.892805 -2.036798 -3.365142  0.09
H7 -1.866494 3.089247 1.900822  0.12
H8 1.506712 -3.329334 -2.154575  0.09
H9 -1.791961 -2.547009 -3.620057  0.08
H10 -0.597289 -3.783866 -3.172728  0.06
H11 -2.217916 4.331193 0.712976  0.12
H12 0.475490 2.894199 -1.619336  0.13
H13 1.524469 5.094980 -0.979034  0.13
H14 -0.677009 4.205852 -1.615009  0.12
H15 0.104024 -3.854324 0.711854  0.11
H16 -0.411454 -2.986987 -0.723890  0.09
H17 -0.200819 -2.697294 -4.493039  0.10
H18 0.423105 4.039500 2.229076  0.11
H19 -0.759390 5.367150 2.508357  0.13
H20 -1.849800 -2.169814 -1.156099  0.14

Forces on atoms 1 to 3 (eV/Å):
S 0.1 0.0 -0.3
S 0.0 -1.1 -0.1
O 0.2 -0.1 0.4

As for the SMILES: CC1(C)Cc2c(c(N3CCOCC3)nc3sc4c(=O)nc[nH]c4c23)CS1. The value obtained for the relative energy (zero: lowest compared OMol25 entry of this formula, charge and spin) is 120.6 kJ/mol. As for the spin multiplicity: 1. Its orbital gap is 8.439 eV.

***

(3)
Molecular formula: C5H8N
Method: DFT, ωB97M-V/def2-TZVPD

Last column: Löwdin charge in e.
Geometry (Å):
N1 -0.976254 0.019043 -0.057357  -0.11
C1 0.029267 -1.051391 -0.006193  0.10
C2 1.286140 -0.086315 0.366871  -0.15
C3 0.016651 0.853450 0.014202  0.05
C4 2.799384 -0.057676 -0.203843  0.17
C5 -2.364290 -0.022525 -0.097962  -0.04
H1 0.134139 1.888352 0.182469  0.14
H2 1.145495 0.105190 1.522104  0.18
H3 -2.900540 1.065575 -0.053076  0.17
H4 -2.818534 -0.614900 -0.952341  0.13
H5 -2.838269 -0.563338 0.831890  0.15
H6 -0.012964 -1.684370 -0.909516  0.13
H7 3.523060 0.089195 0.577745  0.06
H8 2.976709 0.059715 -1.214996  0.03

Forces on atoms 1 to 3 (eV/Å):
N 5.0 -0.3 0.3
C 0.8 -1.1 -0.8
C -2.5 0.1 0.1

Its net charge is +1. The value obtained for the relative energy (zero: lowest compared OMol25 entry of this formula, charge and spin) is 695.9 kJ/mol. As for the spin multiplicity: 1. Its orbital gap (spin up / spin down) is 7.909 / 8.902 eV.

***

(4)
Molecular formula: C5H9NO
Method: DFT, ωB97M-V/def2-TZVPD

Last column: Löwdin charge in e.
Geometry (Å):
O1 -0.669393 -1.490492 -0.904377  -0.04
N1 0.002160 1.646375 0.617123  0.06
C1 -0.927728 0.509997 0.634757  -0.23
C2 0.400997 0.411952 1.291931  -0.31
C3 1.535806 -0.451843 0.785400  -0.05
C4 -0.549705 -0.412358 -1.817002  -0.12
C5 -1.335120 -0.267188 -0.588421  -0.24
H1 2.451672 -0.221207 1.337831  0.08
H2 1.313025 -1.513778 0.907985  0.08
H3 0.459330 1.707628 -0.291246  0.09
H4 0.443834 0.032938 -1.891827  0.10
H5 -1.060704 -0.542997 -2.770746  0.11
H6 1.743598 -0.283598 -0.274928  0.06
H7 -1.777999 0.696524 1.288520  0.13
H8 -2.419124 -0.338451 -0.701908  0.14
H9 0.389351 0.516499 2.376910  0.13

Forces on atoms 1 to 3 (eV/Å):
O 0.0 -0.1 0.0
N 0.1 0.2 -0.2
C -0.2 -0.2 0.0

As for the SMILES: C[C@H]1N[C@H]1[C@H]1CO1. The value obtained for the relative energy (zero: lowest compared OMol25 entry of this formula, charge and spin) is 303.4 kJ/mol. As for the spin multiplicity: 1. Its orbital gap is 10.433 eV.

***

(5)
Molecular formula: C4H5N2S
Method: DFT, ωB97M-V/def2-TZVPD

Last column: Löwdin charge in e.
Geometry (Å):
S1 -0.981481 -0.842991 2.392399  0.41
N1 0.428743 1.128021 -0.632530  -0.02
N2 -0.182233 0.179297 1.357571  -0.58
C1 0.349250 1.356815 1.648558  -0.33
C2 -0.031063 -0.014081 -0.267311  -0.33
C3 0.685023 1.948103 0.442113  -0.22
C4 -0.575186 -1.345611 -0.732898  -0.11
H1 0.206519 1.681524 2.685599  0.06
H2 -1.010912 -1.729581 0.204287  -0.02
H3 0.159251 -2.024081 -1.015537  0.03
H4 1.081819 2.968863 0.242456  0.08
H5 -1.294750 -1.308867 -1.530413  0.04

Forces on atoms 1 to 3 (eV/Å):
S 0.4 0.7 -0.4
N 0.7 2.2 -1.4
N -2.1 -4.4 -1.0

Its net charge is -1. The value obtained for the relative energy (zero: lowest compared OMol25 entry of this formula, charge and spin) is 0.0 kJ/mol. As for the spin multiplicity: 3. Its orbital gap (spin up / spin down) is 2.934 / 6.618 eV.